# 1
Molecular formula: C41H46P2Tc
Method: DFT, ωB97M-V with the def2-TZVPD basis set

Values from the calculation:
* spin multiplicity: 4
* HOMO-LUMO gap (alpha / beta): 7.023 / 5.668 eV
* molecular weight: 698.77 u
* ΔE to the lowest compared entry with this formula, charge and spin: 0.00 kJ/mol
* total charge: +2

The geometry in XYZ format:
```
90
C41H46P2Tc, DFT ωB97M-V with the def2-TZVPD basis set
Tc -1.45151 1.35530 -1.52269
C -2.79034 1.35725 -2.96358
C -2.37074 -0.00115 -2.69751
C -1.40064 -0.69919 -3.65802
C -0.05268 0.04606 -3.74405
C 0.22951 0.94523 -2.52618
C -0.07384 2.38113 -2.56277
C -0.77482 2.94166 -3.79437
C -2.16035 2.23917 -4.06312
C 2.68861 0.52291 2.79830
H -3.79154 1.64290 -2.61994
H -3.11123 -0.70048 -2.27325
H -1.89720 -0.78510 -4.64034
H -1.18295 -1.73648 -3.34295
H 0.75373 -0.69850 -3.78856
H 0.03237 0.62697 -4.67109
H 1.19460 0.68851 -2.06650
H 0.70583 3.02308 -2.12630
H -0.10288 2.84561 -4.67601
H -1.00099 4.00964 -3.60987
H -2.91800 3.02172 -4.23461
H -2.10425 1.65632 -4.98981
H 2.49156 1.58253 3.01489
H 3.74354 0.48869 2.48525
H 2.64256 -0.07087 3.72603
P -0.64784 -1.00437 0.51088
P 2.77227 -0.52674 0.36423
C 0.51918 -1.89978 -0.42260
C 1.77488 -1.47140 -0.73338
C -2.02971 -2.20768 0.51618
C -2.41698 -3.11305 -0.51230
C -3.27518 -4.17645 -0.20017
C -3.82214 -4.28601 1.08787
C -3.57034 -3.28907 2.04286
C -2.69884 -2.25364 1.74864
C -3.40775 0.87113 -0.18580
C -3.47039 2.07465 0.50509
C -4.70412 2.76386 0.54252
C -5.86109 2.10661 0.08930
C -5.79299 0.74804 -0.25009
C -4.54586 0.06733 -0.27551
C 4.13039 -1.56978 0.85676
C 3.81369 -2.88407 1.25120
C 4.85078 -3.77805 1.50190
C 6.17352 -3.33111 1.37757
C 6.48144 -2.00937 1.02069
C 5.44950 -1.10535 0.75959
C 3.20996 1.02212 -0.45719
C 2.83028 2.29998 0.00493
C 3.42549 3.43354 -0.54613
C 4.26665 3.32191 -1.64976
C 4.48125 2.07476 -2.23958
C 3.94935 0.92195 -1.64468
H 0.11654 -2.83199 -0.82984
H 2.28419 -1.83887 -1.62537
H -2.04990 -3.00961 -1.54001
H -3.51918 -4.92914 -0.95518
H -4.44702 -5.13390 1.35612
H -4.02867 -3.30562 3.03252
H -2.50642 -1.47108 2.48601
H -2.56533 2.52009 0.93397
H -4.75038 3.79438 0.89991
H -6.80711 2.66048 0.02297
H -6.71717 0.20899 -0.49056
H -4.52330 -1.02636 -0.33331
H 2.76364 -3.19256 1.31574
H 4.61351 -4.80829 1.78072
H 6.98348 -4.02489 1.57641
H 7.51216 -1.66492 0.93700
H 5.64660 -0.06799 0.46557
H 2.08428 2.40128 0.80225
H 3.21811 4.41776 -0.10699
H 4.74777 4.20492 -2.06341
H 5.06866 1.97504 -3.14831
H 4.10967 -0.05820 -2.09416
C -1.83749 0.75043 2.94290
C -0.37092 0.32613 3.10971
C 0.20175 1.48769 3.94436
C -0.25261 -0.97762 3.92407
C 0.38199 -0.04127 1.78038
C 1.74205 0.02024 1.72876
H -2.39459 0.47875 3.85283
H -2.35885 0.35278 2.06947
H -1.91469 1.84189 2.84957
H -0.51513 1.73529 4.74724
H 1.14064 1.24763 4.44335
H 0.34981 2.38828 3.33135
H -0.65287 -1.82518 3.35025
H 0.81060 -1.19388 4.08481
H -0.74759 -0.89362 4.90298
```

Here are the Löwdin charges for atoms 1 to 2, given in e:
1. Tc 1.316
2. C -0.303

# 2
Molecular formula: C32H41Cl8N3O4S2
Method: DFT, ωB97M-V with the def2-TZVPD basis set

Values from the calculation:
* HOMO-LUMO gap: 7.085 eV
* molecular weight: 879.45 u

The geometry in XYZ format:
```
90
C32H41Cl8N3O4S2, DFT ωB97M-V with the def2-TZVPD basis set
C 3.79379 -1.27676 3.38945
C 3.58364 0.22314 4.06238
O 4.33927 0.51960 5.13852
N 2.55090 1.13472 3.43148
C 2.83113 2.60290 3.70692
C 2.30975 3.61240 2.49165
C 1.09627 4.62450 2.96059
C 0.31316 5.33833 1.66677
C -0.66266 4.14948 1.04927
C -0.10966 3.39432 -0.31010
C -1.03242 2.18158 -0.91469
C -2.48055 1.67115 -0.26178
C -3.02402 2.42695 1.09066
C -4.41339 1.95342 1.82272
C -5.78527 2.27171 0.98336
C -6.90142 1.15320 1.43934
C -7.76859 0.50597 0.20517
C -8.26055 -0.99709 0.72474
N -8.74202 -0.99614 2.17334
C -2.09341 3.66553 1.72090
S -2.59914 4.59840 3.30717
C -3.21877 0.42348 -1.04035
O -4.52461 0.31190 -1.29592
C -2.19879 -0.77987 -1.59611
C -2.67966 -2.34698 -1.49726
C -1.59901 -3.48606 -2.02823
C -0.12829 -3.00409 -2.61511
N 0.81070 -4.14959 -3.04414
C 1.12014 -4.75327 -1.82711
S 2.02374 -5.53813 -0.57398
C 0.34145 -1.40768 -2.74080
C 1.79751 -0.91025 -3.30707
C 3.07438 -1.83393 -2.74742
O 3.56898 -2.66622 -3.85506
C -0.73082 -0.28089 -2.22259
C -0.46423 1.36979 -2.26214
O 0.15291 2.00674 -3.26082
H 2.91115 -2.01037 3.71828
H 4.85720 -1.73580 3.67576
H 3.72702 -1.12761 2.22305
H 2.67017 0.98846 2.38620
H 3.97711 2.82495 3.93585
H 2.23121 2.86941 4.69609
H 3.23534 4.30453 2.21160
H 1.99392 2.92078 1.59550
H 0.33435 3.99360 3.61267
H 1.56631 5.42951 3.67176
H -0.27045 6.26703 2.07498
H 1.16825 5.65293 0.89710
H 0.90475 3.72274 -0.81221
H -4.53173 2.49175 2.87544
H -4.26850 0.79898 2.08956
H -6.17888 3.33030 1.36818
H -5.64440 2.38481 -0.17283
H -7.63467 1.61223 2.23715
H -6.37159 0.23444 1.98664
H -7.17202 0.36102 -0.79400
H -8.72678 1.16583 0.07387
H -7.37887 -1.79519 0.68449
H -9.10718 -1.41991 -0.00073
H -9.07666 -1.96265 2.44875
H -9.50663 -0.30309 2.33111
H -3.22145 5.77201 2.85047
H -3.75515 -2.61103 -1.05471
H -1.92937 -4.61663 -1.95354
H 1.86793 -0.80971 -4.47087
H 1.99520 0.17171 -2.84690
H 3.94666 -1.13838 -2.36596
H 2.71350 -2.45207 -1.80029
H 4.01627 -3.46955 -3.40904
C 4.85798 -6.33965 -4.07075
Cl 5.21932 -5.47478 -2.57194
Cl 6.32036 -6.58157 -5.03399
H 4.42878 -7.31402 -3.82468
H 4.14042 -5.75706 -4.65358
C 1.10647 -2.46156 -6.73221
Cl 0.75719 -0.73018 -6.65914
Cl 1.27911 -3.00562 -8.40526
H 2.03770 -2.65962 -6.19578
H 0.28639 -3.01009 -6.26255
C 5.32470 -4.89549 2.75133
Cl 4.64109 -3.71272 1.62940
Cl 5.58652 -4.18128 4.34704
H 4.63321 -5.73624 2.84694
H 6.28135 -5.24760 2.35784
C 6.03740 3.94474 0.49996
Cl 5.41562 2.30072 0.68852
Cl 4.71910 5.12126 0.44699
H 6.68869 4.17802 1.34587
H 6.60605 4.00546 -0.43114
```

Here are the Löwdin charges for atoms 1 to 2, given in e:
1. C -0.112
2. C -0.325